C11H11N3O in the gas phase in a non-equilibrium geometry, computed with ωB97M-V with the def2-TZVPD basis set.

The calculation puts the calculated total energy at -665.161383 Ha. The calculation puts the LUMO energy at 0.64 eV. As for the multiplicity: 1. For the HOMO energy, the calculation gives -8.457 eV. The structure (SMILES) is COC(C#N)(C#N)CNc1ccccc1. As for the frontier orbital gap: 0.334 Ha. As for the net charge: 0.

Each line ends with the natural charge from an NBO analysis.
Geometry (Å):
O -0.5354 -2.6964 0.3575  -0.48
N -2.2830 -1.3139 2.6352  -0.26
N 1.7458 -2.5826 3.0128  -0.24
N -0.4251 0.3398 0.1219  -0.61
C -1.1493 2.1896 -1.1966  -0.27
C 1.4779 2.9731 -1.7421  -0.17
C 0.4182 3.6107 -2.3652  -0.26
C 0.9786 -2.3712 2.1812  0.24
C -0.0766 -1.7992 1.3698  0.05
C -0.0842 1.4565 -0.6965  0.18
C 0.5766 -0.4652 0.7805  -0.19
C -0.8298 3.1916 -2.1146  -0.17
C -0.6454 -3.9831 0.7477  -0.25
C 1.2876 1.8599 -0.9200  -0.28
C -1.2406 -1.5483 2.2250  0.25
H -0.7108 -4.5859 -0.1205  0.20
H 1.5331 -0.7017 0.1277  0.24
H -1.2628 0.4594 0.6442  0.40
H 2.5438 3.1192 -1.8830  0.21
H -1.7114 3.6925 -2.6109  0.21
H -2.2935 1.9814 -1.1966  0.23
H 1.1843 -0.1224 1.7135  0.20
H 0.2545 -4.3837 1.2956  0.18
H -1.5246 -4.0825 1.3139  0.18
H 0.6390 4.4282 -3.0439  0.22
H 2.1331 1.3339 -0.6365  0.21